{
  "formula": "C4H13NO3",
  "method": "ωB97M-V/def2-TZVPD",
  "symbols": ["O", "O", "O", "N", "C", "C", "C", "C", "H", "H", "H", "H", "H", "H", "H", "H", "H", "H", "H", "H", "H"],
  "coordinates": [[-1.0537, -1.2790, -0.7174], [-1.5754, -0.4034, 1.2772], [1.2852, -0.5955, 1.5297], [-0.5810, 1.4918, -0.4524], [2.7582, 0.0949, -0.3102], [1.7696, -0.9306, 0.2298], [-1.7664, -0.5584, -0.0375], [-3.1019, -0.0340, -0.4886], [0.1555, 1.2152, 0.1999], [-3.3879, 0.8141, 0.1236], [0.8270, -1.0490, -0.3914], [-0.8803, 2.4330, -0.2397], [2.0303, -0.5312, 2.1379], [2.2990, 1.0775, -0.3822], [2.2524, -1.9155, 0.2663], [-3.8463, -0.8206, -0.3754], [-3.0430, 0.2459, -1.5353], [-0.6697, -0.6826, 1.5204], [-0.1969, 1.4532, -1.3924], [3.6316, 0.1802, 0.3382], [3.0937, -0.2057, -1.3005]],
  "forces_ev_per_a": [[-0.6, 0.5, 0.1], [0.1, 0.2, 0.4], [0.0, 0.2, 0.2], [0.5, 0.2, -0.1], [-0.3, -0.2, 0.1], [-0.6, -0.5, -0.9], [-0.3, -1.5, -0.2], [0.3, 0.2, 0.1], [-0.3, 0.2, -0.2], [-0.1, 0.1, 0.0], [1.4, 0.2, 0.6], [0.2, 0.1, 0.0], [-0.1, 0.0, 0.0], [0.0, 0.1, 0.0], [-0.1, 0.1, 0.0], [0.0, -0.1, 0.0], [0.0, 0.0, 0.0], [-0.1, -0.1, -0.1], [-0.1, 0.1, 0.2], [0.1, 0.0, 0.0], [0.1, 0.0, -0.1]],
  "lowdin_charge": [0.02, 0.07, -0.10, 0.07, -0.08, -0.31, -0.64, -0.01, 0.02, 0.08, 0.09, 0.05, 0.10, 0.06, 0.11, 0.09, 0.08, 0.09, 0.06, 0.07, 0.08],
  "e_homo_ev": -9.6242,
  "e_lumo_ev": 0.732,
  "relative_energy_kcal_mol": 18.28,
  "homo_lumo_gap_ev": 10.4,
  "smiles": "CC(=O)O.CCO.N",
  "energy_ha": -440.68607,
  "multiplicity": 1
}

{
  "formula": "C4H13NO3",
  "method": "ωB97M-V/def2-TZVPD",
  "symbols": ["O", "O", "O", "N", "C", "C", "C", "C", "H", "H", "H", "H", "H", "H", "H", "H", "H", "H", "H", "H", "H"],
  "coordinates": [[3.2789, 2.7040, 1.2579], [-1.2229, -2.2215, -0.0071], [-2.8577, -1.7986, -2.1353], [0.1137, -1.5569, 1.7375], [1.0481, 0.4306, -0.4229], [-1.3708, 0.9754, -0.2325], [-0.2984, -0.1357, -0.3012], [-0.5730, -1.3629, 0.5770], [-2.3395, 0.3934, -0.3459], [1.3498, 0.8515, 0.4758], [0.6461, -0.7891, 2.0915], [-3.4627, -2.4387, -1.9536], [1.8700, -0.3146, -0.4031], [-0.0262, -2.4274, 2.1616], [3.9463, 2.6860, 1.9569], [-2.0712, -2.0510, -1.5442], [3.9060, 2.9070, 0.5159], [1.1637, 1.0191, -1.3842], [-1.3502, 1.8006, 0.5813], [-1.2483, 1.6870, -1.2406], [-0.5016, -0.3584, -1.3847]],
  "forces_ev_per_a": [[1.7, 0.3, -0.9], [-0.2, -0.7, 1.6], [4.1, 2.3, 0.0], [-1.0, 1.4, -1.8], [2.4, -1.0, -0.9], [-0.8, 2.2, -1.5], [-1.5, 1.3, -1.9], [1.2, 0.1, -2.3], [0.7, 1.4, 0.4], [0.4, 2.4, 1.5], [0.2, -0.1, 0.5], [-2.8, -2.8, 0.7], [-0.6, -0.4, -0.8], [0.1, -1.0, 1.0], [-0.4, -0.1, 0.4], [-1.5, 0.6, -0.9], [-1.3, -0.2, 0.5], [-0.1, -0.2, 1.6], [-0.1, -1.9, -0.8], [-0.4, -2.0, 2.4], [-0.1, -1.3, 1.3]],
  "lowdin_charge": [-0.08, 0.03, -0.07, 0.20, -0.11, -0.09, -0.40, -0.45, 0.08, 0.03, 0.11, -0.04, 0.09, 0.10, 0.03, 0.03, 0.06, 0.12, 0.09, 0.13, 0.14],
  "e_homo_ev": -9.8861,
  "e_lumo_ev": 0.479,
  "relative_energy_kcal_mol": 45.70,
  "homo_lumo_gap_ev": 10.4,
  "smiles": "CC(C)C(N)=O.O.O",
  "energy_ha": -440.64236,
  "multiplicity": 1
}

{
  "formula": "C4H13NO3",
  "method": "ωB97M-V/def2-TZVPD",
  "symbols": ["O", "O", "O", "N", "C", "C", "C", "C", "H", "H", "H", "H", "H", "H", "H", "H", "H", "H", "H", "H", "H"],
  "coordinates": [[-0.2984, -1.3943, 1.0585], [3.1549, -4.7730, 1.6136], [-1.8046, 3.1651, -0.8872], [-0.2177, 1.5398, 0.9182], [-0.6802, 1.1472, -0.4090], [0.2099, -0.0042, -0.9022], [-0.7833, 2.3034, -1.3838], [-0.2607, -1.3308, -0.3489], [3.3238, -4.2783, 2.4254], [0.3348, -2.1385, -0.7542], [3.6237, -4.2411, 0.9613], [1.2520, 0.3271, -0.7872], [0.1192, -0.0938, -1.9837], [0.7357, 1.8732, 0.9418], [-0.1937, -0.5058, 1.4453], [0.1799, 2.7835, -1.5454], [-2.0067, 3.8371, -1.5468], [-0.8513, 2.1763, 1.3761], [-1.2922, -1.4780, -0.7027], [-1.1021, 1.9382, -2.3649], [-1.6823, 0.7621, -0.2551]],
  "forces_ev_per_a": [[0.4, -0.1, 0.5], [0.3, 0.4, 0.1], [0.3, 0.3, 0.1], [-0.1, -0.5, 0.3], [0.5, -0.1, 0.1], [-0.3, 1.0, -0.8], [-0.7, -0.4, -0.5], [-0.2, 0.4, 0.4], [-0.2, -0.2, 0.0], [0.3, -0.3, 0.1], [-0.1, -0.2, -0.2], [0.0, -0.7, 0.5], [-0.2, 0.0, -0.3], [-0.1, 0.2, -0.1], [-0.1, -0.1, -0.4], [0.2, 0.4, 0.3], [0.1, -0.1, 0.1], [0.1, 0.2, 0.0], [0.1, 0.0, -0.2], [0.1, -0.2, 0.0], [-0.3, -0.1, -0.1]],
  "lowdin_charge": [-0.08, -0.06, -0.06, 0.05, -0.39, -0.15, -0.23, -0.28, 0.03, 0.11, 0.03, 0.12, 0.11, 0.09, 0.06, 0.12, 0.09, 0.08, 0.12, 0.12, 0.14],
  "e_homo_ev": -9.4638,
  "e_lumo_ev": 0.740,
  "relative_energy_kcal_mol": 36.82,
  "homo_lumo_gap_ev": 10.2,
  "smiles": "N[C@@H](CO)CCO.O",
  "energy_ha": -440.65652,
  "multiplicity": 1
}

{
  "formula": "C4H13NOS",
  "method": "ωB97M-V/def2-TZVPD",
  "symbols": ["S", "O", "N", "C", "C", "C", "C", "H", "H", "H", "H", "H", "H", "H", "H", "H", "H", "H", "H", "H"],
  "coordinates": [[1.7087, -1.3235, 1.7040], [-4.4862, -2.4437, 0.2145], [0.7705, 2.0477, -1.0129], [-0.3013, 0.0275, 0.1874], [0.3104, -0.2639, -1.1071], [1.3613, 0.8246, -1.5320], [0.5523, 0.0761, 1.5516], [1.1304, 2.3146, -0.1030], [2.8267, -0.8624, 2.2333], [1.2001, 2.8502, -1.5856], [-3.7338, -2.7165, 0.8482], [-1.1496, -0.7554, 0.3751], [-0.9957, 0.8226, 0.3035], [2.4740, 0.7711, -1.3690], [1.1080, 1.0112, 1.6540], [-4.7100, -1.6629, 0.7660], [1.4443, 0.8534, -2.6153], [0.8601, -1.3236, -1.2235], [-0.4308, -0.3273, -1.8526], [0.0605, 0.0803, 2.5636]],
  "forces_ev_per_a": [[-0.4, -1.2, -0.7], [2.0, 0.4, 2.8], [1.6, 3.5, -2.0], [-2.3, -3.0, 4.5], [4.5, -2.0, -1.1], [0.1, -0.3, 0.0], [0.4, 0.5, 0.3], [0.0, -0.6, 0.3], [0.2, 0.8, 0.2], [-1.1, -1.3, 0.9], [-1.4, -0.2, -1.9], [1.7, 0.4, -0.3], [0.1, 1.6, -0.8], [-1.0, -0.8, 1.1], [0.3, 0.0, -0.6], [-0.6, -0.2, -0.9], [-0.8, 0.2, -0.4], [-1.3, 2.1, 0.9], [-1.0, 0.3, -0.9], [-0.7, -0.2, -1.5]],
  "lowdin_charge": [0.68, -0.11, -0.04, -0.30, -0.24, -0.29, -0.53, 0.05, -0.18, 0.10, 0.07, 0.13, 0.08, 0.11, 0.05, 0.03, 0.09, 0.14, 0.09, 0.06],
  "e_homo_ev": -8.8760,
  "e_lumo_ev": 0.610,
  "relative_energy_kcal_mol": 53.63,
  "homo_lumo_gap_ev": 9.5,
  "smiles": "NCCCCS.O",
  "energy_ha": -688.30325,
  "multiplicity": 1
}

{
  "formula": "C4H13NOS",
  "method": "ωB97M-V/def2-TZVPD",
  "symbols": ["S", "O", "N", "C", "C", "C", "C", "H", "H", "H", "H", "H", "H", "H", "H", "H", "H", "H", "H", "H"],
  "coordinates": [[-0.4747, 3.7332, 0.5329], [1.1732, -4.1417, -2.5105], [1.4296, -1.4188, -0.2564], [-1.5726, 2.3182, 0.8724], [-1.0589, 0.9952, 0.3774], [0.2700, 0.5717, 0.9357], [0.5413, -0.9630, 0.8282], [1.7149, -0.5830, -0.7627], [0.9775, -1.8906, -1.0178], [1.7131, -3.4821, -2.9378], [0.2986, -3.8647, -2.7968], [-0.3911, -1.5356, 0.8376], [-1.6174, 2.3098, 1.9685], [-0.8893, 1.0866, -0.7064], [1.1895, 1.0654, 0.6111], [-0.2737, 3.4682, -0.7657], [0.3465, 0.6923, 2.0085], [-1.8333, 0.2675, 0.4293], [-2.5884, 2.6016, 0.5958], [1.0455, -1.2301, 1.7566]],
  "forces_ev_per_a": [[0.1, -0.1, 0.0], [-0.4, 0.1, 0.0], [0.1, 1.2, -0.6], [-0.1, 0.8, 1.0], [0.8, 1.2, -1.9], [0.7, -2.1, 1.1], [0.1, -0.1, 0.2], [0.5, 0.1, 0.3], [-0.7, -0.8, 0.2], [0.7, 0.2, -0.1], [-0.3, -0.3, 0.1], [0.0, 0.1, -0.1], [0.1, -0.1, 0.0], [-0.2, 0.1, -0.1], [-0.5, 0.4, -0.6], [-0.1, 0.0, 0.0], [-0.6, 0.6, 0.5], [-0.5, -0.9, 0.6], [0.1, -0.4, -0.5], [0.0, -0.1, 0.1]],
  "lowdin_charge": [0.69, -0.05, 0.00, -0.57, -0.30, -0.22, -0.27, 0.05, 0.03, 0.02, 0.03, 0.11, 0.07, 0.11, 0.11, -0.15, 0.10, 0.10, 0.06, 0.09],
  "e_homo_ev": -9.1007,
  "e_lumo_ev": 0.626,
  "relative_energy_kcal_mol": 24.22,
  "homo_lumo_gap_ev": 9.7,
  "smiles": "NCCCCS.O",
  "energy_ha": -688.35012,
  "multiplicity": 1
}

{
  "formula": "C4H13NOS",
  "method": "ωB97M-V/def2-TZVPD",
  "symbols": ["S", "O", "N", "C", "C", "C", "C", "H", "H", "H", "H", "H", "H", "H", "H", "H", "H", "H", "H", "H"],
  "coordinates": [[1.1737, -1.9492, -0.3153], [0.4257, 0.6642, -2.3530], [0.0807, 1.2620, 0.6317], [0.6245, 0.1328, 1.3608], [-2.2307, 1.6035, -0.1885], [0.0534, -1.2282, 0.9425], [-1.2643, 1.6771, 0.9872], [-0.0041, -1.9781, 1.7190], [0.5847, -0.2287, -2.0109], [-1.7445, 1.9213, -1.1088], [-2.5604, 0.5737, -0.3434], [0.2139, 1.1715, -0.3673], [-1.6252, 0.9855, 1.7658], [1.7030, 0.1508, 1.2147], [-0.9211, -1.0661, 0.5041], [1.3026, 0.9776, -2.6023], [0.4673, 0.3433, 2.4248], [-3.0926, 2.2495, -0.0272], [0.3083, -2.7989, -0.8962], [-1.2249, 2.6798, 1.4020]],
  "forces_ev_per_a": [[-0.2, 0.1, -0.3], [0.1, 0.0, -0.1], [0.5, -0.1, 0.0], [0.0, 0.6, 0.1], [0.1, 0.1, 0.0], [0.3, -0.2, -0.2], [-0.1, -0.7, 0.0], [-0.1, 0.1, 0.4], [0.0, 0.0, 0.0], [0.0, 0.1, -0.1], [-0.1, 0.1, 0.0], [-0.1, 0.0, 0.0], [-0.1, 0.4, 0.0], [0.2, -0.2, 0.1], [-0.3, -0.1, -0.1], [-0.1, 0.0, 0.0], [-0.1, -0.3, -0.1], [-0.1, -0.1, 0.0], [0.1, 0.0, 0.1], [-0.2, 0.2, 0.1]],
  "lowdin_charge": [0.72, -0.09, -0.09, -0.32, -0.09, -0.50, -0.29, 0.06, -0.04, 0.06, 0.07, 0.05, 0.11, 0.09, 0.06, 0.05, 0.11, 0.07, -0.13, 0.10],
  "e_homo_ev": -8.3909,
  "e_lumo_ev": 0.707,
  "relative_energy_kcal_mol": 15.07,
  "homo_lumo_gap_ev": 9.1,
  "smiles": "CCNCCS.O",
  "energy_ha": -688.36470,
  "multiplicity": 1
}

{
  "formula": "C4H13NOS",
  "method": "ωB97M-V/def2-TZVPD",
  "symbols": ["S", "O", "N", "C", "C", "C", "C", "H", "H", "H", "H", "H", "H", "H", "H", "H", "H", "H", "H", "H"],
  "coordinates": [[-3.1290, -0.3538, -0.0325], [3.4726, -3.4377, -2.2509], [0.2472, -0.0759, -0.3097], [-1.3618, 1.8381, 0.0557], [-2.2482, 0.9505, 0.8771], [0.1005, 1.3954, -0.0692], [0.9501, -0.7261, 0.7969], [1.1792, -1.7334, 0.4440], [-2.2835, -1.3828, 0.1580], [-1.8712, 0.5120, 1.7923], [0.3081, -0.7703, 1.6765], [3.9077, -3.2026, -1.4141], [0.9306, -0.0648, -1.0566], [2.7920, -2.7277, -2.3627], [0.7312, 1.6832, 0.7760], [0.5038, 2.0040, -0.8877], [-3.0899, 1.5177, 1.3003], [-1.3168, 2.8845, 0.3921], [1.9033, -0.2539, 1.0805], [-1.7261, 1.9437, -0.9660]],
  "forces_ev_per_a": [[0.0, -0.3, 0.0], [-0.7, 1.1, 0.3], [0.9, 1.5, -0.2], [1.3, 0.6, -0.3], [-1.6, 0.1, 0.6], [-0.3, -0.2, 0.0], [-0.1, -0.3, -0.3], [0.0, -0.1, 0.4], [0.0, 0.3, -0.1], [0.8, -0.1, -0.1], [0.0, -0.1, 0.0], [-0.2, -0.2, -0.4], [-0.2, -0.6, -0.4], [0.9, -1.0, 0.1], [-0.3, 0.0, 0.4], [0.1, -0.5, -0.2], [0.1, 0.2, -0.4], [-0.3, -0.2, 0.4], [-0.2, 0.1, 0.0], [-0.4, -0.4, 0.0]],
  "lowdin_charge": [0.68, -0.08, -0.12, -0.28, -0.58, -0.24, -0.15, 0.07, -0.16, 0.06, 0.07, 0.03, 0.09, 0.05, 0.10, 0.11, 0.06, 0.11, 0.08, 0.10],
  "e_homo_ev": -8.6629,
  "e_lumo_ev": 0.492,
  "relative_energy_kcal_mol": 28.73,
  "homo_lumo_gap_ev": 9.2,
  "smiles": "CNCCCS.O",
  "energy_ha": -688.34293,
  "multiplicity": 1
}

{
  "formula": "C4H13NOS",
  "method": "ωB97M-V/def2-TZVPD",
  "symbols": ["S", "O", "N", "C", "C", "C", "C", "H", "H", "H", "H", "H", "H", "H", "H", "H", "H", "H", "H", "H"],
  "coordinates": [[-0.1665, 1.0631, 1.8108], [3.9535, 3.1537, -4.5918], [-0.2227, -1.2276, -0.5512], [-1.2441, -1.5963, 1.7691], [-0.5275, -0.4890, 2.6822], [-1.4007, -1.2838, 0.2469], [-0.6809, -1.3822, -1.9460], [-2.1136, -0.4172, 0.1207], [-0.6340, -2.5084, 1.7675], [-1.2780, 1.0924, 1.1221], [0.1485, -1.0717, -2.5797], [-1.0145, -2.4136, -2.0899], [0.4031, -0.8844, 3.0571], [-2.0895, -2.0895, -0.0558], [-2.1833, -1.9300, 2.2241], [3.3672, 2.4774, -4.9473], [0.4275, -0.4934, -0.3290], [-1.4689, -0.7047, -2.2478], [3.4355, 3.9051, -4.8995], [-1.2067, -0.2923, 3.4817]],
  "forces_ev_per_a": [[0.9, 0.1, 0.6], [-0.7, 0.1, -0.4], [-1.2, -1.3, -0.7], [1.5, 0.3, -0.4], [-1.1, -1.1, -1.6], [-2.1, 0.3, 2.1], [1.6, 0.6, 0.4], [0.7, -0.1, 0.0], [0.2, 0.2, 0.2], [-0.7, 0.2, -0.4], [0.1, -0.7, -0.3], [0.3, 0.2, -0.2], [0.3, 0.1, 0.2], [0.7, -0.2, -0.5], [-0.1, 0.5, -0.2], [0.3, -0.7, 0.2], [-0.3, 0.4, -0.2], [-0.7, 0.3, 0.3], [0.4, 0.6, 0.2], [-0.1, 0.3, 0.8]],
  "lowdin_charge": [0.72, -0.06, -0.12, -0.21, -0.52, -0.36, -0.13, 0.10, 0.10, -0.17, 0.07, 0.08, 0.05, 0.11, 0.10, 0.03, 0.06, 0.07, 0.03, 0.04],
  "e_homo_ev": -8.6608,
  "e_lumo_ev": 0.672,
  "relative_energy_kcal_mol": 33.13,
  "homo_lumo_gap_ev": 9.3,
  "smiles": "CNCCCS.O",
  "energy_ha": -688.33592,
  "multiplicity": 1
}